DFT (ωB97M-V with the def2-TZVPD basis set) results for a cluster of 2 separate species, C5H11NO in total.

Its total energy is -327.03587 hartree. Its structure (SMILES) is C=CC(=C)NC.O. The HOMO-LUMO gap is 0.3306 hartree. The value obtained for the HOMO energy is -8.23 eV. The value obtained for the lowest unoccupied orbital energy is 0.77 eV. The value obtained for the energy above the lowest of the compared OMol25 structures with the same formula, charge and spin is 250.67 kJ/mol.

```
18
Properties=species:S:1:pos:R:3:forces:R:3:mulliken_charge:R:1
C -1.73639 -1.78664 0.82196 0.894 0.135 -0.190 -0.82
N -0.76214 -0.72309 0.55194 0.023 0.391 -0.235 -0.27
C 0.52434 -1.05911 0.08751 0.314 -0.788 0.591 0.56
C 1.28124 -1.97494 0.69739 0.251 -0.206 -0.324 -0.98
C 0.98237 0.87203 -1.41131 0.038 0.763 0.505 -0.61
C 0.89828 -0.43025 -1.19983 -0.852 0.284 -0.626 -0.42
H -2.33867 -1.96264 -0.07014 -0.354 -0.049 0.169 0.27
H -2.32548 -1.54266 1.70016 -0.251 -0.068 -0.053 0.25
H -1.16558 -2.69231 1.01169 -0.172 -0.088 0.143 0.32
H -1.15164 0.01140 -0.01761 -0.075 -0.050 -0.023 0.28
H 0.99159 -2.51444 1.58920 -0.142 0.203 0.066 0.34
H 2.21489 -2.28544 0.24753 0.025 0.136 0.015 0.27
H 1.12574 1.57627 -0.59973 -0.218 -0.047 0.225 0.29
H 0.84324 1.35695 -2.36557 0.530 -0.314 -0.359 0.26
H 0.79886 -1.04919 -2.08656 -0.014 -0.270 0.089 0.24
H -1.14935 4.57333 0.63336 0.018 0.116 -0.028 0.31
H -0.61868 3.16570 0.49058 0.085 -0.057 -0.027 0.31
O -0.47891 4.06243 0.17017 -0.100 -0.090 0.064 -0.62
```
Forces are in eV/Å.

DFT (ωB97M-V with the def2-TZVPD basis set) results for a cluster of 2 separate species, C5H11NO in total.

Its total energy is -326.98261 hartree. The HOMO-LUMO gap is 0.3804 hartree. The value obtained for the HOMO energy is -9.23 eV. The value obtained for the lowest unoccupied orbital energy is 1.12 eV. The value obtained for the energy above the lowest of the compared OMol25 structures with the same formula, charge and spin is 390.50 kJ/mol.

```
18
Properties=species:S:1:pos:R:3:forces:R:3:mulliken_charge:R:1
C -2.15180 -1.61420 0.25887 0.178 -0.143 0.091 -1.32
C -0.98257 -0.79032 0.76932 -0.068 0.244 0.079 0.09
C 0.49906 -1.00154 0.58730 0.632 0.448 0.721 -0.21
N -0.21371 -0.12771 -0.26053 -0.280 -0.220 -0.710 -0.07
C 0.16445 1.21530 -0.19879 1.000 0.280 1.810 -0.48
C 1.23523 1.61709 -1.21065 -0.260 0.246 0.194 -0.55
O 2.40161 0.85011 -1.02897 0.267 0.032 0.237 -0.50
H -3.03123 -0.96968 0.10552 0.309 -0.101 0.083 0.28
H -2.43803 -2.40006 0.96327 0.053 0.073 -0.021 0.35
H -1.91622 -2.07781 -0.70297 0.068 0.051 0.160 0.33
H -1.19431 -0.23291 1.68599 -0.039 0.170 -0.227 0.37
H 0.96661 -1.89101 0.14545 -0.051 0.405 0.532 0.22
H 1.08607 -0.21907 1.30554 -0.606 -2.767 -0.924 0.16
H -0.73763 1.86048 -0.26476 0.738 -0.044 0.477 0.26
H 0.89912 1.15379 1.07332 -1.959 1.590 -2.736 0.14
H 0.96001 1.48552 -2.26874 -0.310 -0.118 0.468 0.32
H 1.41433 2.69204 -1.06107 0.140 -0.080 -0.036 0.28
H 2.57750 0.86969 -0.07719 0.187 -0.064 -0.199 0.34
```
Forces are in eV/Å.

DFT (ωB97M-V with the def2-TZVPD basis set) results for a structure of composition C5H11NO.

Its total energy is -326.98829 hartree. The HOMO-LUMO gap is 0.2961 hartree. The value obtained for the HOMO energy is -7.33 eV. The value obtained for the lowest unoccupied orbital energy is 0.73 eV. The value obtained for the energy above the lowest of the compared OMol25 structures with the same formula, charge and spin is 375.58 kJ/mol.

```
18
Properties=species:S:1:pos:R:3:forces:R:3:mulliken_charge:R:1
C -0.95572 -0.23986 1.56680 0.468 -0.430 -0.211 -0.38
C 1.51625 -0.81078 -0.32885 -0.364 0.008 0.373 -0.95
C 0.10533 0.22333 -2.03182 -0.273 -0.218 0.339 -0.91
C -0.61915 1.23553 1.54192 1.810 0.682 -0.526 -1.24
N 0.31025 0.00228 -0.58784 0.155 -0.557 -0.609 -0.04
C -0.96544 -0.49704 0.09008 -1.197 -0.061 -1.186 0.42
O -1.94992 -0.76006 -0.57178 1.819 0.125 0.604 -0.54
H -1.93773 -0.49581 1.97786 0.221 -0.016 -0.178 0.33
H -0.18709 -0.84461 2.06004 -0.059 0.003 -0.006 0.24
H -0.16512 -0.72848 -2.49051 -0.079 0.056 -0.185 0.35
H 1.01788 0.59248 -2.50077 -0.040 0.084 0.246 0.33
H -0.71610 0.92465 -2.17603 0.113 -0.019 -0.005 0.30
H 1.82993 -0.64405 0.70097 -0.088 -0.241 0.115 0.31
H 2.35661 -0.49639 -0.94938 -0.313 0.102 -0.163 0.36
H 1.30326 -1.86396 -0.51008 0.191 -0.123 0.062 0.36
H -1.48708 1.82682 1.82581 0.171 0.327 -0.473 0.27
H 0.23944 1.50863 2.15534 -0.280 -0.162 0.588 0.28
H 0.30440 1.06732 0.22823 -2.255 0.441 1.214 0.51
```
Forces are in eV/Å.

DFT (ωB97M-V with the def2-TZVPD basis set) results for an isolated molecule of C5H11NO.

Its total energy is -327.05074 hartree. Its structure (SMILES) is CCN1C[C@H]1CO. The HOMO-LUMO gap is 0.3786 hartree. The value obtained for the HOMO energy is -9.21 eV. The value obtained for the lowest unoccupied orbital energy is 1.09 eV. The value obtained for the energy above the lowest of the compared OMol25 structures with the same formula, charge and spin is 211.62 kJ/mol.

```
18
Properties=species:S:1:pos:R:3:forces:R:3:mulliken_charge:R:1
C -2.02903 -0.17667 -0.91457 -0.065 -0.055 0.005 -0.91
C -1.52832 -0.38366 0.51508 -0.204 0.151 -0.081 -0.45
N -0.06433 -0.39805 0.62269 -0.017 -0.107 -0.011 -0.29
C 0.57104 0.69020 1.34875 0.158 0.138 0.279 -0.63
C 0.74945 0.55779 -0.11068 0.028 0.122 -0.149 0.11
C 1.99295 -0.04965 -0.72664 -0.040 0.244 -0.266 -0.73
O 2.68741 -0.88306 0.16620 -0.174 -0.237 0.161 -0.54
H -3.06264 0.17845 -0.90305 0.054 -0.131 -0.007 0.35
H -1.98906 -1.08653 -1.51793 0.083 0.048 0.088 0.27
H -1.43307 0.58985 -1.41846 -0.204 -0.134 0.026 0.26
H -1.95584 0.40952 1.14540 0.179 -0.008 -0.050 0.25
H -1.89447 -1.33037 0.93679 0.058 0.217 -0.198 0.27
H -0.08013 1.49739 1.69053 0.130 -0.153 -0.036 0.30
H 1.37825 0.41814 2.02027 -0.079 0.022 -0.006 0.22
H 0.26805 1.31920 -0.72669 0.023 -0.178 0.121 0.64
H 1.68331 -0.60960 -1.62390 0.070 0.089 0.060 0.21
H 2.69377 0.72899 -1.03973 -0.103 -0.003 0.026 0.33
H 2.01266 -1.47196 0.53595 0.102 -0.024 0.037 0.35
```
Forces are in eV/Å.

DFT (ωB97M-V with the def2-TZVPD basis set) results for a cluster of 2 separate species, C5H11NO in total.

Its total energy is -327.03794 hartree. Its structure (SMILES) is C=N/C=C/CC.O. The HOMO-LUMO gap is 0.3459 hartree. The value obtained for the HOMO energy is -8.65 eV. The value obtained for the lowest unoccupied orbital energy is 0.76 eV. The value obtained for the energy above the lowest of the compared OMol25 structures with the same formula, charge and spin is 245.24 kJ/mol.

```
18
Properties=species:S:1:pos:R:3:forces:R:3:mulliken_charge:R:1
C -1.57822 1.32164 -1.61204 -0.602 -0.487 0.448 -1.05
C -1.58125 0.11480 -0.65996 -1.370 -0.909 -0.085 -0.42
C -0.43973 -0.81888 -0.87471 1.276 0.607 0.154 -0.41
C 0.64345 -0.83070 -0.08631 -0.865 -0.973 0.415 -0.02
N 1.87412 -1.40276 -0.44992 0.142 -0.169 -0.477 -0.50
C 2.90637 -0.74894 -0.13761 0.171 0.252 0.780 -0.22
H -1.72969 0.96115 -2.62603 0.479 0.183 -0.254 0.31
H -2.46147 1.91913 -1.39138 0.011 0.207 0.066 0.32
H -0.69375 1.94073 -1.48032 0.087 -0.089 -0.256 0.31
H -1.75292 0.44622 0.36685 0.660 -0.047 0.109 0.36
H -2.48008 -0.49233 -0.86832 -0.056 0.398 -0.111 0.29
H -0.39111 -1.37137 -1.81057 0.060 0.367 -0.178 0.34
H 0.50954 -0.64922 0.98119 0.284 0.988 -0.152 0.18
H 3.91421 -1.10284 -0.34018 -0.171 -0.252 -0.295 0.27
H 2.86293 0.18586 0.44368 -0.110 -0.057 -0.200 0.25
H -0.55569 0.30481 3.79105 -0.393 0.516 0.220 0.32
H 0.63194 -0.33102 3.26614 0.590 0.104 -0.145 0.31
O 0.32136 0.55372 3.48845 -0.194 -0.639 -0.039 -0.64
```
Forces are in eV/Å.

DFT (ωB97M-V with the def2-TZVPD basis set) results for a cluster of 2 separate species, C5H11NO in total.

Its total energy is -327.02428 hartree. Its structure (SMILES) is C=CCNC=C.O. The HOMO-LUMO gap is 0.3377 hartree. The value obtained for the HOMO energy is -8.30 eV. The value obtained for the lowest unoccupied orbital energy is 0.89 eV. The value obtained for the energy above the lowest of the compared OMol25 structures with the same formula, charge and spin is 281.11 kJ/mol.

```
18
Properties=species:S:1:pos:R:3:forces:R:3:mulliken_charge:R:1
C 1.43289 0.63541 -1.78728 -1.610 0.129 -0.672 -0.95
C 0.76817 0.54534 -0.62835 1.255 -0.259 -0.171 0.18
N -0.23499 -0.40227 -0.41169 0.134 0.662 0.186 -0.26
C -0.20387 -1.24675 0.78834 0.072 0.581 -0.091 -0.26
C 0.37110 -1.12737 3.20066 0.283 1.253 -0.726 -1.02
C 0.48423 -0.60293 1.97261 -0.304 -1.486 1.104 0.06
H 0.96790 0.06295 -2.59292 0.585 -0.152 -0.160 0.21
H 2.03706 1.46846 -2.10937 0.280 -0.012 0.409 0.29
H 1.11261 1.17175 0.18355 -0.500 -0.047 0.198 0.29
H -0.32964 -0.94033 -1.25862 -0.244 -0.198 0.026 0.21
H -1.21938 -1.44568 1.12953 -0.165 -0.003 -0.214 0.29
H 0.21468 -2.22060 0.52073 0.371 0.013 0.239 0.27
H 0.84149 -0.50764 3.95392 0.006 -0.595 0.487 0.26
H -0.18834 -2.01165 3.46371 -0.081 -0.039 0.021 0.31
H 1.12604 0.26134 1.95561 -0.121 0.184 -0.660 0.14
H -2.19245 2.85717 -2.77561 -0.042 -0.126 -0.666 0.32
H -2.54149 1.47919 -2.39321 0.014 0.121 -1.103 0.32
O -2.44599 2.02359 -3.21161 0.066 -0.026 1.793 -0.65
```
Forces are in eV/Å.

DFT (ωB97M-V with the def2-TZVPD basis set) results for an isolated molecule of C5H11NO.

Its total energy is -327.10251 hartree. Its structure (SMILES) is CCN(C)C(C)=O. The HOMO-LUMO gap is 0.3695 hartree. The value obtained for the HOMO energy is -9.10 eV. The value obtained for the lowest unoccupied orbital energy is 0.96 eV. The value obtained for the energy above the lowest of the compared OMol25 structures with the same formula, charge and spin is 75.72 kJ/mol.

```
18
Properties=species:S:1:pos:R:3:forces:R:3:mulliken_charge:R:1
C 2.00042 -0.67992 0.89063 0.063 -0.031 -0.076 -1.01
C 0.65540 -0.12035 1.33892 0.086 0.008 0.092 -0.55
N -0.38183 -0.04191 0.31232 0.162 0.235 -0.188 0.07
C -0.73293 -1.24188 -0.44469 -0.090 -0.187 -0.168 -0.99
C -0.33506 1.08258 -0.50613 0.143 0.304 0.171 0.57
O 0.64603 1.79570 -0.59593 -0.371 0.008 0.198 -0.58
C -1.64157 1.43502 -1.19231 -0.042 0.022 -0.049 -1.08
H 2.75207 -0.50535 1.66784 -0.101 -0.059 -0.109 0.34
H 2.32407 -0.16986 -0.02011 0.025 -0.082 0.118 0.29
H 1.95857 -1.75913 0.70560 0.014 0.157 -0.011 0.32
H 0.79260 0.90589 1.68954 0.014 -0.155 -0.016 0.39
H 0.25779 -0.69593 2.18520 0.014 0.021 -0.199 0.33
H -0.20566 -2.10486 -0.03492 -0.152 0.085 0.042 0.34
H -1.80871 -1.44490 -0.45116 0.111 0.012 0.126 0.29
H -0.40464 -1.13030 -1.48792 -0.084 -0.246 0.163 0.34
H -1.75181 2.51333 -1.05619 -0.066 -0.108 -0.097 0.36
H -2.49176 0.92460 -0.73291 0.147 0.041 -0.124 0.32
H -1.63296 1.23728 -2.26779 0.125 -0.025 0.127 0.26
```
Forces are in eV/Å.

DFT (ωB97M-V with the def2-TZVPD basis set) results for an isolated molecule of C5H11NO.

Its total energy is -327.07401 hartree. Its structure (SMILES) is C=C[C@@](C)(N)CO. The HOMO-LUMO gap is 0.3771 hartree. The value obtained for the HOMO energy is -9.36 eV. The value obtained for the lowest unoccupied orbital energy is 0.90 eV. The value obtained for the energy above the lowest of the compared OMol25 structures with the same formula, charge and spin is 150.55 kJ/mol.

```
18
Properties=species:S:1:pos:R:3:forces:R:3:mulliken_charge:R:1
C -0.24747 -0.34846 -0.05780 -0.192 -0.341 -0.166 1.51
C -0.25672 -0.12204 1.48272 0.369 -0.170 -0.154 -0.79
C -1.56961 0.14065 -0.66757 -0.225 0.314 0.118 -1.67
N -0.16060 -1.79176 -0.32256 0.007 -0.215 0.605 -0.76
C 0.95448 0.33434 -0.69168 0.218 1.358 0.042 -0.49
C 1.10196 1.65421 -0.87489 -0.005 -0.701 0.123 -0.84
O 0.88863 -0.71487 2.11042 -0.031 0.174 -0.426 -0.54
H 1.66990 -0.28011 1.72744 -0.304 -0.148 0.246 0.34
H 0.11856 -1.96705 -1.28369 -0.043 0.048 0.173 0.27
H 0.54345 -2.19441 0.29822 -0.167 0.029 -0.265 0.30
H -0.26430 0.94559 1.73177 -0.153 0.008 -0.350 0.30
H -1.14607 -0.57298 1.93721 0.238 -0.114 -0.179 0.41
H 1.77564 -0.30496 -1.01421 -0.172 -0.081 0.063 0.33
H -2.41798 -0.45221 -0.30359 0.335 -0.005 0.027 0.40
H -1.77441 1.18467 -0.40508 0.123 -0.051 -0.095 0.35
H -1.56156 0.06604 -1.76200 0.126 -0.008 0.228 0.37
H 0.34509 2.36993 -0.56797 0.020 -0.060 -0.053 0.22
H 2.00095 2.05338 -1.33676 -0.144 -0.037 0.066 0.28
```
Forces are in eV/Å.